Below is a 3-piece molecular cluster, C2H10NO2 overall, with properties calculated with ωB97M-V with the def2-TZVPD basis set.

Each line ends with the Mulliken charge.
Geometry (Å):
C -1.015 1.119 0.064  0.087
C -0.089 1.986 -0.511  -0.683
N -0.347 0.064 0.841  -0.339
H -2.102 0.866 -0.073  0.340
H -0.263 2.647 -1.491  0.227
H 0.941 2.102 -0.267  0.323
H -0.590 -0.080 1.868  0.375
H -0.388 -0.836 0.415  0.389
H 0.668 0.238 0.901  0.286
H -2.071 -1.971 0.517  0.334
H -1.203 -3.096 -0.134  0.352
O -1.514 -2.154 -0.195  -0.706
H 3.353 -0.438 0.056  0.302
H 2.602 0.136 -1.149  0.302
O 2.527 -0.177 -0.286  -0.590

Computed properties:
E_LUMO: -3.4 eV
max |F|: 4.35 eV Å⁻¹
E_tot: -287.13217 Ha
frontier orbital gap: 11.443 eV
total charge: +1
energy relative to the best compared isomer or geometry (same formula, charge and spin): 168.5 kJ/mol